[1]
6 unconnected molecules or ions with the total composition C32H40Cl2N4O2 in a non-equilibrium geometry. Source: the OMol25 dataset; level of theory: wB97M-V/def2-TZVPD.

Values from the calculation:
Gap between HOMO and LUMO   8.77 eV
Total energy   -68932.573 eV
SMILES   O=C1c2ccccc2C(=O)c2ccccc21.CCCC#N.CCCC#N.CCCC#N.CCCC#N.ClCCCl

Each line ends with the Löwdin charge.
Geometry (Å):
O -13.743 -14.469 27.438  0.118
C -14.630 -14.950 28.101  -0.283
C -15.094 -14.284 29.360  -0.079
C -14.375 -13.200 29.840  -0.002
C -14.623 -12.683 31.106  -0.050
C -15.733 -13.131 31.814  -0.053
C -16.526 -14.139 31.291  0.003
C -16.165 -14.772 30.108  -0.088
C -16.817 -16.053 29.756  -0.296
O -17.761 -16.501 30.367  0.116
C -16.272 -16.788 28.581  -0.096
C -16.735 -18.058 28.276  -0.013
C -16.400 -18.707 27.096  -0.057
C -15.533 -18.085 26.214  -0.064
C -14.922 -16.902 26.592  -0.007
C -15.276 -16.242 27.753  -0.086
H -13.474 -12.861 29.345  0.122
H -13.989 -11.899 31.495  0.109
H -15.990 -12.643 32.745  0.109
H -17.322 -14.527 31.913  0.123
H -17.409 -18.484 29.013  0.125
H -16.842 -19.679 26.924  0.113
H -15.242 -18.548 25.279  0.104
H -14.182 -16.417 25.964  0.119
C -14.433 -13.339 15.806  -0.114
C -14.671 -14.798 16.124  -0.259
C -14.065 -15.281 17.451  -0.235
C -14.004 -14.262 18.495  -0.265
N -13.941 -13.460 19.312  0.150
H -14.835 -13.089 14.826  0.075
H -13.362 -13.127 15.852  0.083
H -14.865 -12.616 16.504  0.067
H -14.150 -15.376 15.353  0.108
H -15.706 -15.125 16.034  0.087
H -13.035 -15.643 17.339  0.124
H -14.533 -16.179 17.839  0.017
C -14.221 -16.570 22.240  -0.085
C -15.565 -17.189 21.884  -0.258
C -15.463 -18.562 21.240  -0.184
C -14.772 -18.515 19.942  -0.211
N -14.250 -18.409 18.923  0.172
H -14.197 -15.913 23.110  0.068
H -13.868 -15.931 21.427  0.066
H -13.488 -17.361 22.416  0.078
H -16.169 -16.518 21.271  0.070
H -16.217 -17.307 22.759  0.096
H -16.426 -19.018 20.984  0.123
H -14.978 -19.299 21.883  0.120
C -12.953 -21.277 16.773  -0.110
C -13.827 -20.690 15.661  -0.256
C -15.262 -20.440 16.127  -0.203
C -16.288 -20.572 15.081  -0.241
N -17.058 -20.695 14.241  0.130
H -11.908 -21.228 16.460  0.071
H -13.214 -22.325 16.910  0.074
H -13.035 -20.697 17.691  0.050
H -13.799 -21.365 14.804  0.108
H -13.419 -19.743 15.305  0.107
H -15.339 -19.407 16.475  0.097
H -15.618 -21.112 16.911  0.119
C -19.613 -17.433 25.696  -0.099
C -18.776 -16.269 25.192  -0.227
C -18.691 -15.217 26.328  -0.196
C -19.943 -14.474 26.490  -0.242
N -20.936 -13.910 26.578  0.146
H -19.217 -17.889 26.601  0.063
H -19.786 -18.185 24.925  0.074
H -20.612 -17.085 25.983  0.078
H -19.211 -15.659 24.401  0.110
H -17.762 -16.595 24.964  0.083
H -17.916 -14.445 26.218  0.121
H -18.403 -15.602 27.313  0.101
Cl -19.388 -13.945 17.464  0.549
C -18.124 -13.558 18.654  -0.663
C -17.776 -14.754 19.508  -0.644
Cl -16.982 -16.031 18.560  0.638
H -18.473 -12.731 19.269  0.077
H -17.215 -13.214 18.162  0.060
H -18.614 -15.115 20.098  0.077
H -17.014 -14.408 20.212  0.066

[2]
8 unconnected molecules or ions with the total composition C32H40F24O16 in a non-equilibrium geometry. Source: the OMol25 dataset; level of theory: wB97M-V/def2-TZVPD.

Values from the calculation:
Gap between HOMO and LUMO   11.52 eV
Relative energy (zero: lowest compared OMol25 entry of this formula, charge and spin)   0.5123 eV
Total energy   -131814.904 eV
SMILES   CCOC(=O)C(F)(F)F.CCOC(=O)C(F)(F)F.CCOC(=O)C(F)(F)F.CCOC(=O)C(F)(F)F.CCOC(=O)C(F)(F)F.CCOC(=O)C(F)(F)F.CCOC(=O)C(F)(F)F.CCOC(=O)C(F)(F)F

Each line ends with the Löwdin charge.
Geometry (Å):
C -1.711 8.594 -1.386  -0.054
C -1.541 8.519 -2.891  -0.182
O -0.857 7.306 -3.232  0.041
C -1.505 6.179 -3.295  -0.439
O -2.639 6.008 -2.998  0.173
C -0.609 5.057 -3.866  -0.543
F 0.673 5.386 -3.851  0.183
F -0.750 3.940 -3.146  0.156
F -1.003 4.794 -5.121  0.167
H -2.043 9.581 -1.065  0.082
H -0.777 8.353 -0.878  0.075
H -2.444 7.846 -1.082  0.072
H -0.908 9.316 -3.279  0.125
H -2.483 8.639 -3.431  0.130
C 0.169 -3.286 5.462  -0.046
C 0.582 -4.232 4.354  -0.184
O 0.425 -3.550 3.097  0.041
C 0.183 -4.336 2.079  -0.407
O 0.226 -5.531 2.093  0.159
C -0.174 -3.535 0.810  -0.557
F -0.005 -2.226 0.961  0.166
F 0.560 -3.918 -0.230  0.177
F -1.452 -3.776 0.512  0.169
H 1.064 -2.770 5.813  0.065
H -0.226 -3.787 6.346  0.081
H -0.570 -2.560 5.137  0.070
H -0.039 -5.129 4.348  0.123
H 1.612 -4.564 4.453  0.120
C -3.117 3.524 5.279  -0.056
C -1.616 3.691 5.262  -0.200
O -0.931 2.727 4.453  0.037
C -0.972 1.481 4.851  -0.412
O -1.422 1.084 5.881  0.173
C -0.329 0.488 3.863  -0.546
F 0.148 1.102 2.777  0.163
F 0.675 -0.103 4.517  0.166
F -1.183 -0.461 3.496  0.179
H -3.495 3.490 4.257  0.085
H -3.557 4.376 5.795  0.085
H -3.408 2.612 5.794  0.076
H -1.149 3.704 6.250  0.132
H -1.370 4.676 4.863  0.121
C -1.575 4.766 0.135  -0.038
C -0.460 4.578 1.154  -0.187
O 0.807 4.332 0.548  0.042
C 1.436 5.327 -0.022  -0.415
O 1.083 6.456 -0.066  0.175
C 2.800 4.841 -0.562  -0.560
F 2.657 4.600 -1.869  0.168
F 3.739 5.742 -0.343  0.190
F 3.171 3.709 0.030  0.164
H -2.536 4.866 0.637  0.087
H -1.581 3.891 -0.515  0.083
H -1.389 5.664 -0.453  0.052
H -0.668 3.638 1.668  0.112
H -0.458 5.367 1.907  0.129
C -1.702 -7.877 0.442  -0.062
C -2.382 -8.566 -0.724  -0.196
O -3.566 -7.926 -1.189  0.057
C -3.459 -6.913 -1.986  -0.435
O -2.446 -6.415 -2.352  0.181
C -4.809 -6.493 -2.598  -0.554
F -4.807 -5.225 -2.985  0.173
F -5.032 -7.243 -3.680  0.174
F -5.798 -6.630 -1.709  0.165
H -2.399 -7.529 1.204  0.086
H -1.074 -7.024 0.183  0.063
H -0.995 -8.584 0.883  0.085
H -2.659 -9.580 -0.447  0.124
H -1.645 -8.683 -1.523  0.130
C -1.367 -0.619 -2.572  -0.047
C -0.183 0.238 -2.928  -0.199
O 0.933 -0.040 -2.076  0.060
C 1.404 0.973 -1.384  -0.383
O 1.130 2.122 -1.534  0.161
C 2.552 0.546 -0.431  -0.538
F 3.690 1.167 -0.711  0.183
F 2.170 0.855 0.821  0.149
F 2.771 -0.768 -0.519  0.160
H -2.113 -0.499 -3.358  0.069
H -1.765 -0.384 -1.584  0.085
H -1.211 -1.699 -2.604  0.083
H -0.523 1.273 -2.901  0.110
H 0.122 0.056 -3.959  0.109
C 3.906 -1.797 2.391  -0.041
C 4.403 -1.070 3.626  -0.180
O 5.300 -1.889 4.381  0.061
C 4.790 -2.757 5.201  -0.424
O 3.655 -3.101 5.274  0.168
C 5.888 -3.489 5.990  -0.515
F 7.089 -2.923 5.878  0.174
F 5.529 -3.476 7.306  0.138
F 5.939 -4.775 5.619  0.170
H 3.136 -1.180 1.931  0.059
H 3.445 -2.757 2.617  0.075
H 4.746 -1.983 1.722  0.091
H 3.567 -0.758 4.261  0.121
H 4.839 -0.110 3.355  0.130
C -2.086 0.127 -6.476  -0.057
C -0.918 -0.392 -7.302  -0.201
O 0.090 -0.884 -6.409  0.028
C 1.093 -1.547 -6.951  -0.414
O 1.214 -1.788 -8.102  0.190
C 2.100 -2.033 -5.900  -0.571
F 3.075 -1.125 -5.819  0.173
F 1.546 -2.151 -4.694  0.172
F 2.643 -3.180 -6.242  0.197
H -2.833 0.560 -7.138  0.083
H -1.677 0.849 -5.764  0.074
H -2.570 -0.669 -5.908  0.077
H -0.498 0.411 -7.915  0.133
H -1.302 -1.129 -8.012  0.130

[3]
8 unconnected molecules or ions with the total composition C32H40F24O16 in a non-equilibrium geometry. Source: the OMol25 dataset; level of theory: wB97M-V/def2-TZVPD.

Values from the calculation:
Gap between HOMO and LUMO   11.32 eV
Relative energy (zero: lowest compared OMol25 entry of this formula, charge and spin)   0.1212 eV
Total energy   -131815.295 eV
SMILES   CCOC(=O)C(F)(F)F.CCOC(=O)C(F)(F)F.CCOC(=O)C(F)(F)F.CCOC(=O)C(F)(F)F.CCOC(=O)C(F)(F)F.CCOC(=O)C(F)(F)F.CCOC(=O)C(F)(F)F.CCOC(=O)C(F)(F)F

Each line ends with the Löwdin charge.
Geometry (Å):
C -4.629 -13.616 6.535  -0.034
C -4.196 -14.676 7.513  -0.195
O -5.268 -14.962 8.416  0.048
C -4.999 -15.771 9.418  -0.402
O -3.974 -16.371 9.550  0.172
C -6.147 -15.887 10.435  -0.544
F -7.334 -15.981 9.828  0.173
F -5.974 -16.968 11.186  0.172
F -6.138 -14.815 11.235  0.157
H -3.765 -13.438 5.886  0.071
H -4.761 -12.620 6.971  0.070
H -5.529 -13.885 5.991  0.078
H -3.233 -14.455 7.976  0.113
H -3.990 -15.586 6.940  0.116
C -3.882 -8.693 6.420  -0.043
C -3.376 -9.255 7.741  -0.184
O -4.327 -10.204 8.245  0.042
C -4.246 -10.501 9.520  -0.396
O -3.434 -10.093 10.301  0.156
C -5.367 -11.452 9.992  -0.544
F -4.818 -12.630 10.271  0.178
F -5.909 -10.937 11.101  0.168
F -6.346 -11.613 9.101  0.175
H -4.677 -7.977 6.623  0.083
H -4.300 -9.462 5.773  0.056
H -3.032 -8.264 5.893  0.087
H -3.305 -8.432 8.453  0.129
H -2.401 -9.724 7.616  0.121
C -0.187 -16.059 2.350  -0.048
C 0.635 -16.013 3.636  -0.190
O -0.192 -16.158 4.801  0.023
C -0.606 -17.376 5.111  -0.398
O -0.419 -18.380 4.504  0.178
C -1.395 -17.357 6.448  -0.528
F -0.881 -18.287 7.264  0.170
F -1.357 -16.178 7.059  0.165
F -2.680 -17.671 6.212  0.159
H -0.512 -17.089 2.209  0.075
H 0.428 -15.780 1.497  0.081
H -1.036 -15.382 2.429  0.068
H 1.098 -15.038 3.779  0.116
H 1.431 -16.756 3.569  0.127
C -5.143 -11.463 3.529  -0.064
C -3.859 -10.842 3.065  -0.181
O -2.784 -11.077 4.002  0.025
C -2.111 -12.203 3.861  -0.413
O -2.347 -13.082 3.091  0.171
C -0.962 -12.290 4.883  -0.546
F -1.051 -13.434 5.553  0.173
F 0.202 -12.288 4.211  0.161
F -0.942 -11.279 5.747  0.168
H -5.053 -12.544 3.653  0.058
H -5.946 -11.368 2.789  0.090
H -5.627 -11.084 4.430  0.080
H -3.948 -9.753 3.076  0.124
H -3.581 -11.121 2.052  0.130
C 0.998 -10.055 10.943  -0.059
C -0.040 -10.826 10.170  -0.203
O 0.040 -12.212 10.537  0.054
C -0.539 -13.075 9.729  -0.390
O -1.168 -12.820 8.741  0.151
C -0.295 -14.534 10.166  -0.539
F 0.448 -14.618 11.272  0.169
F -1.468 -15.133 10.388  0.171
F 0.350 -15.176 9.184  0.166
H 0.991 -10.267 12.007  0.083
H 0.814 -8.988 10.791  0.083
H 1.998 -10.219 10.534  0.080
H 0.006 -10.650 9.096  0.124
H -1.033 -10.470 10.461  0.110
C -7.434 -13.849 18.403  -0.057
C -7.291 -14.566 17.081  -0.194
O -7.206 -13.578 16.043  0.035
C -7.226 -13.908 14.767  -0.395
O -7.536 -14.958 14.296  0.169
C -6.914 -12.679 13.874  -0.554
F -7.817 -12.590 12.904  0.178
F -6.870 -11.542 14.553  0.181
F -5.710 -12.882 13.307  0.151
H -8.156 -13.038 18.288  0.084
H -6.501 -13.396 18.733  0.080
H -7.817 -14.529 19.160  0.083
H -8.188 -15.159 16.888  0.132
H -6.437 -15.243 17.096  0.117
C -4.724 -17.227 14.330  -0.043
C -5.528 -17.574 15.569  -0.201
O -5.452 -19.001 15.734  0.047
C -5.999 -19.462 16.837  -0.406
O -6.455 -18.817 17.736  0.164
C -5.985 -21.006 16.882  -0.551
F -5.792 -21.431 18.133  0.167
F -7.165 -21.483 16.464  0.166
F -5.033 -21.514 16.107  0.174
H -5.097 -16.303 13.891  0.064
H -4.859 -18.007 13.579  0.083
H -3.656 -17.170 14.527  0.082
H -6.555 -17.220 15.516  0.117
H -5.053 -17.095 16.428  0.120
C -11.023 -15.123 3.033  -0.052
C -10.047 -15.187 1.862  -0.196
O -8.761 -15.701 2.201  0.046
C -7.913 -14.874 2.769  -0.406
O -8.158 -13.791 3.208  0.168
C -6.458 -15.392 2.743  -0.542
F -6.031 -15.593 3.996  0.163
F -6.321 -16.535 2.067  0.172
F -5.685 -14.467 2.174  0.168
H -10.561 -14.980 4.003  0.080
H -11.614 -16.042 3.051  0.075
H -11.756 -14.335 2.854  0.081
H -9.955 -14.227 1.348  0.127
H -10.443 -15.862 1.106  0.124